w:
An isolated ion of composition C2H4N3O and charge +1, computed with ωB97M-V/def2-TZVPD.

Values from the calculation:
* SMILES: C[N+](=O)NC#N
* HOMO energy (spin up / spin down): -0.648 / -0.648 hartree
* LUMO level (spin up / spin down): -7.2 / -7.2 eV
* total charge: +1

Last column: Löwdin charge in e.
Atoms and positions in Å:
C  -1.445  0.466  -0.026  0.086
N  -0.100  0.115  0.366  -0.268
O  0.377  0.620  1.355  0.207
N  0.571  -0.792  -0.280  0.226
C  2.234  -0.604  0.126  -0.047
N  3.307  -0.308  0.145  0.209
H  -1.500  0.971  -1.020  0.151
H  -1.885  1.116  0.735  0.137
H  -2.118  -0.300  -0.208  0.098
H  0.559  -1.285  -1.193  0.202

=====

x:
C2H4N3O as an isolated structure, computed with ωB97M-V/def2-TZVPD.

Values from the calculation:
* HOMO energy: -0.602 hartree
* LUMO level: -4.5 eV
* total charge: +1

Last column: Löwdin charge in e.
Atoms and positions in Å:
C  -0.356  0.022  -0.067  -0.330
C  -2.285  -0.048  0.073  -0.368
N  -1.233  1.022  0.087  0.241
N  -1.243  -0.997  0.114  0.231
N  0.981  -0.006  -0.091  0.274
O  -3.425  0.004  -0.127  0.269
H  -1.043  2.025  0.009  0.188
H  -1.095  -2.019  0.027  0.205
H  1.318  0.915  0.085  0.144
H  1.301  -0.939  0.085  0.146

=====

y:
A 2-piece molecular cluster, C2H4N3O overall, computed with ωB97M-V/def2-TZVPD.

Values from the calculation:
* HOMO energy: -0.619 hartree
* LUMO level: -5.5 eV
* total charge: +1

Last column: Löwdin charge in e.
Atoms and positions in Å:
C  0.014  -0.164  2.444  0.051
C  -0.569  0.731  -1.271  -0.015
N  -0.039  -0.122  1.344  0.104
N  0.947  -1.150  -0.860  -0.013
N  0.370  -0.161  -0.863  0.093
O  1.705  -1.970  -0.586  0.285
H  0.084  -0.253  3.496  0.087
H  -1.555  0.165  -1.296  0.154
H  -0.684  1.526  -0.387  0.160
H  -0.273  1.398  -2.022  0.095

=====

Which one sits at the top of the stability order? x does.

=====

w:
A 2-piece molecular cluster, C2H6OS overall, computed with ωB97M-V/def2-TZVPD.

Values from the calculation:
* SMILES: C=CO.S
* HOMO energy: -0.348 hartree
* LUMO level: 0.9 eV

Last column: Löwdin charge in e.
Atoms and positions in Å:
C  1.111  -0.645  -0.391  -0.011
C  1.047  0.405  0.459  -0.260
O  0.965  1.789  0.239  -0.025
H  1.136  -0.422  -1.424  0.036
H  1.406  -1.678  -0.172  0.062
H  0.883  0.219  1.526  0.107
H  1.519  2.101  -0.478  0.091
S  -2.687  -0.034  -0.251  0.444
H  -3.653  -0.931  0.332  -0.148
H  -1.726  -0.804  0.160  -0.295

=====

x:
One molecule with the formula C2H6OS, computed with ωB97M-V/def2-TZVPD.

Values from the calculation:
* SMILES: C[C@H](O)S
* HOMO energy: -0.349 hartree
* LUMO level: 0.9 eV

Last column: Löwdin charge in e.
Atoms and positions in Å:
C  0.499  -0.723  -0.131  -0.166
C  -0.640  0.116  0.199  -0.666
O  -1.064  0.731  -1.133  -0.164
S  -0.164  1.518  1.465  0.697
H  1.367  -0.082  -0.566  0.114
H  0.235  -1.391  -0.819  0.023
H  0.979  -1.233  0.805  0.124
H  -1.513  -0.511  0.606  0.125
H  -1.754  1.431  -0.823  0.109
H  0.892  1.690  0.757  -0.196

=====

Which one sits at the top of the stability order? x does.

=====

w:
One molecule with the formula C3H7NO, computed with ωB97M-V/def2-TZVPD.

Values from the calculation:
* SMILES: C=C(O)NC
* HOMO energy: -0.319 hartree
* LUMO level: 0.8 eV

Last column: Löwdin charge in e.
Atoms and positions in Å:
C  -0.831  1.654  0.103  0.077
C  -0.499  0.376  -0.189  -0.506
O  -1.338  -0.367  -0.997  0.017
N  0.219  -0.417  0.756  -0.087
C  1.205  -1.108  -0.031  -0.120
H  -0.276  2.228  0.823  0.052
H  -1.628  2.145  -0.427  0.058
H  -1.583  -1.172  -0.523  0.112
H  0.642  0.162  1.466  0.110
H  0.745  -1.758  -0.771  0.060
H  1.942  -1.640  0.566  0.078
H  1.403  -0.104  -0.775  0.149

=====

x:
A 2-piece molecular cluster, C3H7NO overall, computed with ωB97M-V/def2-TZVPD.

Values from the calculation:
* SMILES: C1CN1.C=O
* HOMO energy: -0.360 hartree
* LUMO level: 0.6 eV

Last column: Löwdin charge in e.
Atoms and positions in Å:
C  0.479  0.162  1.579  -0.190
C  1.222  -1.092  1.293  -0.203
N  1.951  0.135  1.593  -0.034
H  -0.044  0.583  0.734  0.055
H  0.024  0.287  2.556  0.096
H  1.197  -1.461  0.259  0.102
H  1.294  -1.848  2.073  0.094
H  2.353  0.558  0.770  0.077
C  -1.646  0.793  -1.847  -0.135
O  -1.989  -0.090  -2.586  0.002
H  -1.576  1.837  -2.206  0.082
H  -1.317  0.640  -0.801  0.054

=====

y:
One molecule with the formula C3H7NO, computed with ωB97M-V/def2-TZVPD.

Values from the calculation:
* SMILES: CNC(C)=O
* HOMO energy: -0.358 hartree
* LUMO level: 0.7 eV

Last column: Löwdin charge in e.
Atoms and positions in Å:
C  -1.877  0.045  0.241  -0.079
N  -0.538  -0.508  -0.296  -0.055
C  0.516  0.353  -0.066  -0.488
C  1.918  -0.388  0.152  0.039
O  0.423  1.583  -0.132  0.050
H  -1.826  0.095  1.366  0.100
H  -2.693  -0.443  -0.295  0.075
H  -1.887  1.060  -0.069  0.039
H  -0.756  -0.510  -1.396  0.183
H  1.829  -1.074  0.761  -0.032
H  2.609  0.483  0.484  0.123
H  2.282  -0.696  -0.750  0.044

=====

z:
A 2-piece molecular cluster, C3H7NO overall, computed with ωB97M-V/def2-TZVPD.

Values from the calculation:
* SMILES: C=CN.C=O
* HOMO energy: -0.284 hartree
* LUMO level: 0.8 eV

Last column: Löwdin charge in e.
Atoms and positions in Å:
C  0.314  0.945  0.801  -0.060
C  1.517  1.265  0.124  -0.301
N  2.281  0.494  -0.761  0.035
H  0.563  1.099  1.938  0.068
H  -0.583  0.401  0.495  -0.001
H  1.776  2.326  0.268  0.087
H  2.411  -0.421  -0.435  0.060
H  2.970  1.031  -1.371  0.123
C  -2.849  -1.839  -0.201  -0.157
O  -3.586  -2.251  -1.033  0.021
H  -2.999  -0.916  0.309  0.060
H  -1.815  -2.132  -0.134  0.066

=====

Which one sits at the top of the stability order? y does.

=====

w:
C2H9NO as an isolated structure, computed with ωB97M-V/def2-TZVPD.

Values from the calculation:
* HOMO energy: -0.368 hartree
* LUMO level: 1.1 eV

Last column: Löwdin charge in e.
Atoms and positions in Å:
N  0.431  -2.740  0.268  0.007
H  1.205  -3.095  -0.273  -0.003
H  2.033  3.759  -0.823  0.012
H  -0.266  -3.391  0.055  -0.033
H  0.079  -1.830  -0.262  0.034
C  -1.148  -0.084  0.251  -0.208
O  -0.076  0.167  -0.681  -0.093
C  -0.394  1.232  0.197  -0.188
H  -1.233  -0.380  1.359  0.140
H  -2.146  -0.027  -0.148  0.091
H  0.201  1.257  1.149  0.121
H  -0.975  2.122  -0.060  0.108
H  2.289  3.009  -1.033  0.011

=====

x:
A 2-piece molecular cluster, C2H9NO overall, computed with ωB97M-V/def2-TZVPD.

Values from the calculation:
* SMILES: CCN.O
* HOMO energy: -0.350 hartree
* LUMO level: 1.0 eV

Last column: Löwdin charge in e.
Atoms and positions in Å:
C  -0.863  1.407  0.177  -0.129
C  -1.847  1.784  1.307  -0.343
N  -1.500  3.123  1.798  -0.029
H  -1.077  1.856  -0.808  0.062
H  0.255  1.456  0.348  0.087
H  -1.227  0.422  -0.192  0.067
H  -2.896  1.693  0.923  0.115
H  -1.734  1.038  2.022  0.064
H  -1.663  3.243  2.854  0.099
H  -0.534  3.168  1.805  0.006
O  3.532  -5.445  -2.949  -0.077
H  4.423  -5.214  -2.596  0.050
H  2.951  -5.111  -2.258  0.026

=====

y:
A 2-piece molecular cluster, C2H9NO overall, computed with ωB97M-V/def2-TZVPD.

Values from the calculation:
* SMILES: NCO.C
* HOMO energy: -0.351 hartree
* LUMO level: 1.0 eV

Last column: Löwdin charge in e.
Atoms and positions in Å:
N  3.068  -0.384  0.869  -0.003
C  3.468  0.866  1.419  -0.311
O  3.271  1.966  0.387  -0.121
H  3.132  -1.287  1.370  0.088
H  3.549  -0.585  -0.022  0.087
H  4.507  1.111  1.618  0.091
H  2.928  1.389  2.304  0.134
H  2.706  1.641  -0.293  0.034
C  -5.278  -0.919  -1.493  -0.066
H  -5.905  -1.715  -2.141  0.064
H  -4.466  -0.491  -2.075  0.003
H  -6.093  -0.132  -1.210  0.051
H  -4.887  -1.461  -0.731  -0.052

=====

z:
A 2-piece molecular cluster, C2H9NO overall, computed with ωB97M-V/def2-TZVPD.

Values from the calculation:
* SMILES: NCO.C
* HOMO energy: -0.337 hartree
* LUMO level: 1.0 eV

Last column: Löwdin charge in e.
Atoms and positions in Å:
N  1.629  -1.057  1.123  -0.023
C  0.308  -0.634  0.764  -0.258
O  -0.337  -0.007  2.068  -0.122
H  2.320  -1.281  0.434  0.060
H  2.066  -0.846  2.064  0.102
H  0.141  0.167  0.021  0.057
H  -0.293  -1.450  0.311  0.106
H  0.261  -0.397  2.746  0.052
C  -1.254  1.055  -1.980  -0.048
H  -0.119  1.199  -1.918  0.044
H  -1.534  1.082  -0.846  0.055
H  -1.578  0.190  -2.327  -0.051
H  -1.610  1.980  -2.461  0.025

=====

Which one sits at the top of the stability order? x does.

=====

w:
A 2-piece molecular cluster, C2H9NO overall, computed with ωB97M-V/def2-TZVPD.

Values from the calculation:
* SMILES: NCO.C
* HOMO energy: -0.357 hartree
* LUMO level: 0.8 eV

Last column: Löwdin charge in e.
Atoms and positions in Å:
N  -1.344  -0.849  1.214  0.002
C  -0.154  -1.497  1.553  -0.305
O  0.321  -1.662  2.996  -0.112
H  -1.257  0.110  0.979  0.054
H  -2.219  -0.892  1.732  0.084
H  0.637  -0.929  1.051  0.114
H  -0.286  -2.573  1.190  0.122
H  -0.450  -1.677  3.556  0.041
C  0.949  1.954  -2.879  -0.090
H  0.615  2.306  -1.919  -0.026
H  1.919  2.574  -2.791  0.036
H  1.021  0.824  -2.915  0.025
H  0.249  2.312  -3.768  0.055

=====

x:
A 2-piece molecular cluster, C2H9NO overall, computed with ωB97M-V/def2-TZVPD.

Values from the calculation:
* SMILES: COC.N
* HOMO energy: -0.360 hartree
* LUMO level: 1.0 eV

Last column: Löwdin charge in e.
Atoms and positions in Å:
C  0.993  -0.431  0.769  -0.119
O  0.588  0.066  -0.491  -0.261
C  0.752  -0.763  -1.615  -0.119
H  0.102  -0.557  1.376  0.065
H  1.467  -1.414  0.691  0.086
H  1.648  0.296  1.257  0.089
H  1.808  -1.010  -1.764  0.087
H  0.147  -1.663  -1.540  0.085
H  0.412  -0.183  -2.465  0.085
N  -2.208  1.231  1.065  0.019
H  -1.344  0.986  0.597  -0.026
H  -2.621  0.422  1.509  0.003
H  -1.957  1.858  1.822  0.006

=====

Which one sits at the top of the stability order? x does.

=====

w:
One molecule with the formula C7H7N, computed with ωB97M-V/def2-TZVPD.

Values from the calculation:
* HOMO energy: -0.217 hartree
* LUMO level: 0.3 eV

Last column: Löwdin charge in e.
Atoms and positions in Å:
C  -1.953  0.195  0.058  -0.199
C  -1.115  0.766  0.973  -0.101
C  0.220  0.833  0.608  -0.219
C  0.672  0.357  -0.597  -0.294
C  -0.128  -0.383  -1.395  -0.127
C  1.819  -0.737  -0.075  0.045
C  0.822  -0.853  0.561  -0.030
H  -3.028  0.224  0.042  0.087
H  -1.365  1.075  2.023  0.134
H  0.843  1.413  1.215  0.124
H  1.668  0.603  -0.843  0.132
H  0.295  -1.039  -2.167  0.127
H  2.661  -0.813  -0.662  0.107
H  0.046  -1.165  1.270  0.146
N  -1.458  -0.478  -1.010  0.070

=====

x:
One molecule with the formula C7H7N, computed with ωB97M-V/def2-TZVPD.

Values from the calculation:
* SMILES: C1=Cn2cccc2C1
* HOMO energy: -0.287 hartree
* LUMO level: 1.0 eV

Last column: Löwdin charge in e.
Atoms and positions in Å:
C  1.182  1.781  0.019  -0.044
C  0.032  1.649  -0.601  -0.069
N  -0.458  0.261  -0.531  -0.053
C  -1.830  -0.298  -0.292  -0.061
C  -1.724  -1.536  0.298  -0.066
C  -0.219  -1.777  0.433  -0.026
C  0.390  -0.567  0.076  -0.264
C  1.714  0.280  0.342  -0.050
H  1.835  2.557  -0.111  0.056
H  -0.445  2.437  -1.419  0.175
H  -2.596  0.188  -0.671  0.040
H  -2.692  -2.154  0.452  0.120
H  0.260  -2.681  0.576  0.051
H  2.647  -0.334  0.066  0.132
H  1.905  0.192  1.363  0.058

=====

y:
One molecule with the formula C7H7N, computed with ωB97M-V/def2-TZVPD.

Values from the calculation:
* SMILES: C#Cc1c(C)/c1=N\C
* HOMO energy: -0.308 hartree
* LUMO level: 0.3 eV

Last column: Löwdin charge in e.
Atoms and positions in Å:
C  -1.799  -2.504  -2.108  0.137
C  -1.106  -1.662  -1.579  -0.082
C  -0.577  -0.692  -0.761  -0.051
C  -0.343  -0.337  0.569  -0.068
C  -0.469  -0.874  1.884  -0.016
C  0.079  0.575  -0.442  -0.270
N  0.780  1.469  -0.913  0.007
C  1.606  2.457  -0.182  -0.092
H  -2.223  -3.284  -2.722  0.037
H  0.178  -1.722  1.715  0.109
H  -1.368  -1.272  2.139  0.059
H  -0.173  -0.227  2.654  0.074
H  1.120  3.307  0.068  0.028
H  2.278  2.787  -0.975  0.075
H  2.017  1.978  0.651  0.056

=====

Which one sits at the top of the stability order? x does.